A 13-piece molecular cluster, C50H132N6O19 overall in a non-equilibrium geometry, computed with the ωB97M-V functional and the def2-TZVPD basis.

XYZ file:
```
207
Properties=species:S:1:pos:R:3:forces:R:3:lowdin_charge:R:1
C 8.568753 -1.053093 0.971280 1.04 0.04 0.15 -0.10
O 9.633177 -1.756640 0.312342 -0.39 0.04 0.17 -0.19
C 9.294866 -3.068890 -0.036554 0.40 -1.92 1.00 -0.23
C 9.253145 -4.089983 1.174299 -0.90 1.23 -0.44 -0.18
N 7.993251 -3.998109 1.925165 -0.04 -0.18 1.37 -0.06
C 8.146131 -4.462193 3.326474 1.16 1.83 -0.04 -0.22
C 8.375717 -5.922382 3.452485 -0.90 -0.54 0.04 -0.23
O 9.635915 -6.316624 2.944879 -0.87 2.41 0.17 -0.18
C 9.904998 -7.638418 3.014813 1.01 -1.72 0.18 -0.15
H 7.619050 -1.208016 0.459264 -0.05 0.15 -0.02 0.09
H 8.898017 -0.014168 0.989214 -0.32 0.09 -0.34 0.08
H 8.479848 -1.337406 2.019786 -0.16 -0.35 -0.05 0.07
H 10.072554 -3.529333 -0.645886 0.33 0.70 -0.36 0.11
H 8.384813 -3.093505 -0.635974 -0.37 -0.05 0.11 0.11
H 10.040306 -3.799513 1.870080 0.15 0.07 -0.14 0.12
H 9.462772 -5.121538 0.891338 0.14 0.10 -0.50 0.10
H 7.265155 -4.582712 1.540177 -0.02 0.04 -0.55 0.10
H 7.349602 -4.104079 3.978699 -0.61 -0.41 -0.35 0.12
H 8.979152 -3.902073 3.751267 0.43 -0.01 -0.11 0.12
H 7.503526 -6.271937 2.900042 0.15 -1.11 -0.74 0.12
H 8.162293 -6.319502 4.444879 0.57 0.10 0.50 0.12
H 9.933487 -8.010315 4.039010 -0.64 -0.21 0.31 0.09
H 10.940612 -7.793316 2.712142 -0.01 0.08 -0.48 0.09
H 9.244538 -8.217665 2.369546 -0.12 -0.36 0.10 0.09
C 2.454745 3.865357 0.641075 -1.59 1.37 -0.32 -0.13
O 1.544469 2.822736 0.340595 0.13 -0.55 -1.26 -0.20
C 0.969568 2.976466 -1.013052 -0.13 -2.13 1.55 -0.17
C 0.016819 1.756811 -1.258088 0.08 1.64 -1.57 -0.21
N -1.240218 1.891913 -0.567894 1.68 1.89 0.98 -0.08
C -2.192620 0.860811 -0.611581 0.00 -1.22 -0.12 -0.24
C -3.129089 1.059006 0.575075 0.23 0.54 -0.61 -0.22
O -2.418306 0.971186 1.801845 -1.01 -0.13 0.45 -0.20
C -3.151200 1.529605 2.932725 1.10 -1.23 -0.11 -0.08
H 2.686530 4.031303 1.693138 0.04 -1.08 0.13 0.08
H 1.804553 4.718346 0.446755 0.68 1.00 -0.31 0.08
H 3.359467 3.913724 0.035088 -0.01 -0.30 -0.12 0.09
H 1.707930 2.919478 -1.812835 0.57 0.08 0.29 0.11
H 0.433330 3.918164 -1.130363 -0.16 0.08 0.33 0.11
H 0.494214 0.782558 -1.153015 0.36 -0.06 0.32 0.12
H -0.163919 1.903648 -2.322925 -0.22 -0.43 -0.41 0.11
H -0.910832 1.896307 0.386873 -0.42 0.43 0.62 0.10
H -1.659576 -0.089958 -0.609845 -0.17 -0.77 0.59 0.12
H -2.716231 0.799819 -1.565636 -0.47 0.51 0.01 0.12
H -3.968106 0.375112 0.446796 -0.15 -0.20 0.61 0.12
H -3.472009 2.092930 0.536340 -0.46 0.08 -0.43 0.12
H -4.237049 1.440412 2.900011 -0.03 0.17 -0.63 0.08
H -2.819664 2.543049 3.158806 -0.16 0.10 -0.24 0.09
H -2.859825 0.874326 3.753580 0.09 0.22 0.23 0.08
C -12.855944 0.538156 5.612660 -0.56 -1.19 -0.23 -0.12
O -14.246820 0.585279 5.876990 -0.48 0.40 1.74 -0.20
C -14.648903 0.644765 7.268246 -0.92 0.53 0.00 -0.18
C -15.984253 1.498324 7.434684 1.92 -1.40 0.97 -0.23
N -16.999343 1.006087 6.551182 -0.36 2.13 -1.47 -0.05
C -18.091291 2.047852 6.392772 -0.23 -2.57 0.04 -0.18
C -18.916395 1.730891 5.148727 -0.25 2.02 -0.47 -0.21
O -18.067112 1.931899 4.012360 0.79 -1.56 1.20 -0.21
C -18.619077 2.066666 2.737793 -0.89 0.71 0.73 -0.12
H -12.333183 1.490629 5.699952 -0.23 0.20 -0.37 0.09
H -12.885023 0.050093 4.638463 0.75 0.74 -0.41 0.09
H -12.301904 -0.182147 6.214572 -0.19 -0.10 0.58 0.08
H -13.862186 1.015224 7.925462 0.20 0.67 -0.27 0.11
H -14.822225 -0.339032 7.704371 -0.24 -0.49 -0.59 0.11
H -15.710932 2.551998 7.378361 -0.19 0.31 -0.44 0.11
H -16.361414 1.318124 8.441348 0.31 0.14 0.40 0.11
H -16.534523 0.992839 5.654603 -0.04 -0.35 -0.57 0.08
H -17.870756 3.112295 6.312580 0.91 -0.04 0.25 0.12
H -18.667043 1.841889 7.295095 -0.56 0.60 -0.07 0.11
H -19.615352 2.562898 5.063099 -0.66 0.13 0.29 0.11
H -19.543544 0.840601 5.195343 0.62 -0.57 -0.33 0.12
H -19.129524 3.029435 2.713005 0.41 0.73 -0.50 0.08
H -19.487191 1.438167 2.539133 0.45 -1.02 -0.17 0.08
H -17.767650 1.981756 2.062548 -0.56 0.00 -0.31 0.10
C 15.333065 8.036269 -8.021143 -1.86 -1.50 0.29 -0.08
O 14.496008 7.865014 -6.861479 -0.90 1.15 1.66 -0.21
C 13.114262 8.278936 -6.885573 -0.62 1.16 0.04 -0.20
C 12.301026 8.000514 -5.557033 1.44 -2.26 -1.16 -0.21
N 10.853181 7.970957 -5.682413 -0.04 1.06 -0.17 -0.08
C 10.132992 7.045730 -4.779292 0.94 -0.09 -1.48 -0.17
C 10.143034 5.657280 -5.467869 -2.15 -0.92 0.23 -0.18
O 9.429903 5.660999 -6.726792 1.39 2.12 -0.16 -0.23
C 9.137725 4.433493 -7.327675 -0.64 0.22 0.49 -0.12
H 15.168136 7.057778 -8.472207 0.84 -0.08 -0.74 0.08
H 16.365956 8.147428 -7.691158 -0.24 0.32 -0.16 0.09
H 14.949516 8.749708 -8.750532 0.31 0.54 0.34 0.08
H 12.667900 7.888229 -7.800023 -0.46 -0.35 0.12 0.12
H 12.908309 9.349052 -6.862380 1.11 0.65 -1.09 0.11
H 12.664191 8.722754 -4.825875 -0.12 -0.37 0.25 0.12
H 12.632213 6.972595 -5.409451 0.38 -0.20 1.30 0.10
H 10.650205 7.668254 -6.624364 -0.33 0.10 -0.14 0.08
H 9.146710 7.458523 -4.567285 -0.32 -0.38 -0.57 0.11
H 10.567402 7.026854 -3.779775 0.56 -0.31 -0.18 0.12
H 9.512450 4.981401 -4.890241 0.39 -0.37 0.76 0.11
H 11.117121 5.196498 -5.632021 0.30 0.33 0.27 0.12
H 9.947012 3.710844 -7.432267 0.35 0.08 0.36 0.09
H 8.786150 4.652939 -8.335801 -0.16 0.00 0.10 0.09
H 8.328114 4.051087 -6.706058 -0.17 -0.90 -0.35 0.09
C -6.636505 -1.464463 10.234414 -1.63 2.69 -0.15 -0.16
O -6.392007 -2.759407 9.825525 0.06 1.39 0.51 -0.15
C -5.661819 -3.411879 10.814835 0.57 -3.54 -0.21 -0.22
C -5.941647 -4.907483 10.452999 1.01 0.89 -0.03 -0.20
N -5.262644 -5.160773 9.181466 0.23 -0.60 1.47 -0.08
C -5.655598 -6.411313 8.624574 0.01 -2.08 -0.58 -0.20
C -5.355905 -7.699659 9.581618 -0.22 1.31 -0.85 -0.21
O -5.653138 -8.932778 8.952087 1.15 -1.00 -0.03 -0.21
C -5.325223 -10.070582 9.837846 -1.67 1.10 -0.36 -0.07
H -7.144960 -0.835503 9.503672 0.08 -0.63 -1.00 0.08
H -5.832064 -0.783751 10.513009 0.93 -0.74 0.16 0.09
H -7.383377 -1.349456 11.019947 0.08 -0.76 0.73 0.09
H -5.843817 -3.219450 11.872161 -0.87 0.49 -0.12 0.12
H -4.585061 -3.289500 10.697655 0.22 0.39 -0.22 0.12
H -7.013526 -5.100782 10.410343 -0.41 0.31 -0.24 0.12
H -5.582216 -5.637568 11.178179 0.36 0.35 0.31 0.10
H -5.119766 -4.350750 8.595343 -0.49 -0.40 -0.16 0.11
H -5.207776 -6.581478 7.645491 0.63 -0.05 0.16 0.11
H -6.708980 -6.456072 8.348019 -0.63 -0.01 0.43 0.10
H -5.975182 -7.608944 10.474013 -0.08 0.05 0.23 0.10
H -4.309052 -7.686444 9.884943 0.21 0.20 0.03 0.11
H -4.397341 -9.991659 10.404328 0.03 0.46 -0.12 0.08
H -5.338521 -11.043134 9.345827 0.11 0.45 -0.72 0.08
H -6.206548 -10.082392 10.479117 0.32 -0.28 0.76 0.08
C 3.064377 -2.922810 -7.727956 0.95 -0.76 0.82 -0.10
O 3.263976 -3.336968 -6.367737 0.22 0.18 -0.73 -0.22
C 4.492219 -4.075380 -6.113910 -2.37 0.50 1.20 -0.19
C 4.103747 -4.864105 -4.850948 1.11 -0.01 -0.68 -0.21
N 3.141894 -5.936293 -5.077056 0.38 -0.31 -0.60 -0.07
C 3.619776 -7.116659 -5.847758 0.01 0.47 2.50 -0.16
C 4.287593 -8.087426 -4.790745 0.41 0.10 -1.91 -0.19
O 5.710103 -7.783453 -4.686664 -1.21 -1.15 1.02 -0.20
C 6.304063 -8.525749 -3.594938 0.86 0.47 -0.94 -0.11
H 2.259708 -2.195756 -7.837585 0.07 -0.06 0.41 0.08
H 2.826366 -3.824461 -8.292295 0.01 0.10 -0.48 0.08
H 4.018191 -2.500629 -8.044366 -0.13 0.20 -0.59 0.08
H 5.317389 -3.395932 -5.900478 0.08 0.15 -0.17 0.12
H 4.777453 -4.800726 -6.875889 -0.18 0.22 -0.45 0.11
H 3.707010 -4.236563 -4.052900 0.13 0.31 -0.25 0.12
H 5.104986 -5.186299 -4.564939 -0.29 -0.96 0.76 0.11
H 2.312212 -5.548665 -5.503034 0.02 0.19 -0.07 0.09
H 4.304328 -6.876727 -6.661343 0.46 -0.04 0.13 0.10
H 2.758170 -7.561303 -6.345781 -0.05 -0.29 0.37 0.11
H 4.108537 -9.081938 -5.199380 0.65 -0.52 -0.13 0.10
H 3.824848 -8.150879 -3.805889 -0.21 0.87 0.00 0.11
H 7.365744 -8.571316 -3.837533 0.09 0.10 0.05 0.08
H 6.002524 -9.569225 -3.503625 -0.55 0.02 -0.23 0.08
H 6.228987 -8.034682 -2.624721 -0.44 0.19 -0.02 0.08
C -4.614881 7.059362 -2.701431 -0.92 0.40 0.83 -0.11
C -3.951760 6.533025 -3.927827 0.29 -1.72 0.03 -0.30
O -3.933353 5.082076 -3.806053 -0.49 -0.05 -0.71 -0.11
H -5.574397 6.544364 -2.654581 0.01 -0.30 0.16 0.08
H -4.937941 8.099959 -2.671677 0.60 0.29 -0.34 0.07
H -4.088796 6.832967 -1.774024 0.19 0.03 -0.08 0.07
H -2.921241 6.806283 -4.154636 -0.15 0.71 0.14 0.11
H -4.607884 6.704724 -4.781135 0.32 0.12 -0.16 0.11
H -3.308643 4.739924 -3.162421 0.16 0.50 0.16 0.07
C -10.956161 2.455207 -6.513203 -0.01 -0.37 0.41 -0.10
C -9.882807 3.099705 -5.687327 0.61 0.35 0.62 -0.33
O -9.175812 2.128744 -4.864907 -0.58 0.51 -0.79 -0.09
H -10.419081 1.892843 -7.276994 -0.60 -0.21 -0.19 0.08
H -11.660013 3.176030 -6.929267 0.36 0.17 -0.28 0.08
H -11.580016 1.809686 -5.894961 0.20 -0.30 -0.02 0.08
H -10.250408 3.898736 -5.043498 -0.29 -0.02 0.15 0.10
H -9.175744 3.577224 -6.365664 0.19 0.03 -0.08 0.10
H -8.328453 2.540503 -4.680384 0.13 -0.16 0.18 0.07
C -1.180225 -5.993321 1.537504 -1.36 0.33 0.17 -0.10
C 0.124888 -5.380432 1.104320 -1.80 1.22 0.85 -0.38
O 1.011688 -6.367409 0.804145 1.88 -1.15 -0.77 -0.05
H -1.657921 -6.507391 0.703452 0.04 -0.06 -0.11 0.07
H -1.862501 -5.199062 1.840423 -0.17 0.20 -0.09 0.07
H -1.208268 -6.684470 2.379895 0.77 -0.05 0.00 0.07
H 0.487449 -4.692585 1.868193 0.42 -0.26 0.37 0.11
H -0.104177 -4.697810 0.285996 0.13 -0.13 -0.48 0.11
H 1.144254 -6.401480 -0.146039 0.10 -0.09 0.05 0.09
C 2.327425 0.231996 5.398579 0.02 1.06 0.16 -0.10
C 1.251881 0.581526 6.466927 1.86 -2.45 -1.19 -0.27
O 0.525660 -0.677060 6.624770 -0.32 1.49 0.52 -0.10
H 2.924509 1.128867 5.233636 0.13 0.12 -0.35 0.06
H 1.953092 -0.140247 4.444959 -0.25 0.16 0.07 0.07
H 3.024517 -0.506877 5.793851 -0.26 -0.13 0.13 0.07
H 0.660419 1.466329 6.231544 -0.21 -0.25 0.09 0.11
H 1.904961 0.723439 7.327998 -0.84 0.24 0.56 0.10
H -0.215639 -0.610787 6.018411 -0.13 -0.23 -0.03 0.07
C -3.020304 -4.321962 -8.545066 -1.01 0.24 -0.34 -0.09
C -3.933635 -4.037505 -7.368007 -0.19 -0.67 0.34 -0.33
O -3.811924 -5.018252 -6.348316 0.45 0.00 0.65 -0.09
H -1.958441 -4.341307 -8.299777 -0.16 0.13 -0.02 0.08
H -3.284153 -3.588569 -9.307049 0.56 0.31 -0.12 0.07
H -3.329905 -5.254187 -9.017504 0.25 -0.33 0.19 0.07
H -4.987258 -4.059353 -7.646391 -0.06 0.38 -0.56 0.11
H -3.745564 -3.072058 -6.898278 0.18 -0.07 -0.02 0.11
H -4.080417 -5.873217 -6.692625 -0.02 0.01 -0.12 0.08
C 1.555890 6.158115 -8.493575 -1.37 -0.70 -0.70 -0.09
C 2.629415 6.313274 -9.598321 -1.23 1.38 0.54 -0.30
O 3.615321 7.240073 -9.141989 0.26 -0.94 -0.35 -0.08
H 0.752317 5.533407 -8.883613 0.01 -0.53 -0.18 0.06
H 0.965428 7.053086 -8.297400 0.66 0.64 -0.30 0.07
H 1.725576 5.765460 -7.491018 1.03 -0.21 -0.22 0.07
H 2.129235 6.777071 -10.448503 -0.13 0.33 0.08 0.10
H 3.047008 5.430372 -10.082260 0.20 -0.48 0.80 0.11
H 4.142083 6.659644 -8.587718 0.56 0.50 0.34 0.08
C 9.922582 10.060089 2.680829 -0.25 0.28 0.04 -0.09
C 9.066433 9.068689 3.517224 1.26 0.64 -0.23 -0.31
O 9.549911 7.792603 3.214736 -0.62 -1.63 -0.41 -0.09
H 10.162475 9.802836 1.649144 -0.83 -0.89 -0.14 0.07
H 10.938703 10.056838 3.075271 -0.07 0.57 0.58 0.07
H 9.498464 11.056093 2.553604 0.18 0.21 0.68 0.06
H 7.982755 9.112565 3.408525 0.11 -0.15 -0.78 0.11
H 9.187605 9.198921 4.592611 0.27 0.67 0.15 0.10
H 10.458601 7.672334 3.500071 -0.04 0.30 0.11 0.08
```
Forces are in eV/Å.

Results
* total charge: 0
* HOMO: -0.3048 Eh
* lowest unoccupied orbital energy: 0.38 eV